# 1
Entry from OMol25: a molecular structure, H22HeO11 (ωB97M-V/def2-TZVPD).

Summary:
Energy above the lowest of the compared OMol25 structures with the same formula, charge and spin   0.984 eV
Orbital gap   0.3711 hartree
Maximum force   0.01755 hartree/bohr
E   -22959.1052 eV

Element x y z (Å)
1 O -2.869 8.352 1.703
2 O 1.620 11.048 0.518
3 O 1.677 11.164 -2.218
4 O 0.840 6.300 -0.783
5 O -0.537 9.738 2.096
6 O -1.076 10.832 -3.465
7 O 0.921 7.566 3.000
8 O -1.990 5.679 -0.204
9 O 3.171 8.747 -1.740
10 O -0.977 8.219 -2.846
11 O 3.046 8.059 1.023
12 He 0.247 8.714 -0.227
13 H 1.806 7.457 2.652
14 H 0.510 6.710 2.884
15 H -3.584 8.977 1.821
16 H -1.851 8.018 -2.513
17 H 2.488 9.375 -1.978
18 H 1.344 5.586 -1.173
19 H 0.773 10.850 -2.243
20 H -0.010 10.370 1.607
21 H -2.111 6.209 0.583
22 H -0.385 7.718 -2.283
23 H 0.105 9.191 2.549
24 H 3.271 8.849 -0.794
25 H 3.244 7.215 0.616
26 H 2.500 10.735 0.725
27 H -1.057 9.930 -3.145
28 H -1.634 11.297 -2.842
29 H 3.851 8.299 1.482
30 H 1.492 6.970 -0.577
31 H -2.078 8.891 1.696
32 H -1.076 5.819 -0.450
33 H 1.929 11.094 -1.297
34 H 1.518 11.841 1.044

# 2
Entry from OMol25: a molecular structure, C28H27F5GeIrN3O7Te at a distorted geometry (ωB97M-V/def2-TZVPD).

Summary:
Expectation value of S²   0.793
Energy above the lowest of the compared OMol25 structures with the same formula, charge and spin   3.192 eV
Orbital gap (alpha / beta)   0.1869 / 0.2353 hartree
Charge   -1
Spin multiplicity   2
Maximum force   0.09777 hartree/bohr
E   -128508.1951 eV

Element x y z (Å)
1 Ir -0.048 -0.214 -0.226
2 Te -2.283 1.883 -0.023
3 Ge -1.822 -2.748 -1.337
4 F -3.959 2.006 -0.988
5 F -3.566 0.720 0.915
6 F -2.092 3.342 -1.299
7 F -0.692 2.897 0.493
8 F -3.011 3.110 1.239
9 O -1.633 0.687 -1.215
10 O -1.152 -2.410 1.316
11 O -1.475 -1.164 7.381
12 O 1.341 -1.199 0.923
13 O 0.740 0.476 -2.516
14 O -1.346 0.962 7.651
15 O -1.181 0.762 1.448
16 N 1.833 1.639 1.082
17 N -1.414 -0.026 6.939
18 N 1.433 1.294 -0.064
19 C 2.317 3.393 -0.977
20 C 1.674 -0.618 2.021
21 C 2.536 3.322 4.808
22 C 2.132 3.785 -3.333
23 C -1.450 1.458 4.977
24 C -2.470 -4.490 -0.631
25 C 1.842 0.804 2.133
26 C -1.339 -0.827 3.270
27 C 1.697 2.148 -1.122
28 C -1.426 1.608 3.609
29 C -3.156 -1.995 -2.580
30 C 2.411 0.545 4.524
31 C -1.575 -1.589 0.243
32 C 1.309 1.728 -2.403
33 C -1.342 0.516 2.746
34 C -1.226 -2.051 2.599
35 C -0.037 -3.066 -2.154
36 C -1.374 -0.938 4.685
37 C 1.946 -1.414 3.165
38 C 2.301 -0.863 4.355
39 C 1.526 2.548 -3.496
40 C 2.211 2.779 3.588
41 C 2.758 1.128 5.758
42 C -1.417 0.163 5.504
43 C -0.140 0.287 -3.625
44 C 2.825 2.490 5.898
45 C 2.160 1.384 3.415
46 C 2.524 4.206 -2.071
47 H -2.476 -1.033 0.492
48 H 0.717 -2.534 -1.565
49 H -3.484 -4.382 -0.244
50 H 2.984 5.177 -1.940
51 H -1.356 -1.920 5.136
52 H -1.822 -4.814 0.183
53 H 1.837 -2.485 3.051
54 H -0.738 -0.590 -3.402
55 H 2.561 4.397 4.933
56 H 0.428 0.123 -4.544
57 H 0.205 -4.128 -2.134
58 H -2.473 -5.264 -1.402
59 H -0.804 1.145 -3.734
60 H 3.095 2.928 6.851
61 H -3.171 -2.538 -3.527
62 H -1.467 2.310 5.638
63 H 0.027 -2.720 -3.186
64 H 1.974 3.410 2.744
65 H -4.146 -2.053 -2.129
66 H 2.285 4.416 -4.199
67 H 1.224 2.230 -4.484
68 H 2.482 -1.509 5.206
69 H 2.971 0.479 6.600
70 H -1.121 -2.935 3.216
71 H -1.446 2.591 3.155
72 H -2.942 -0.943 -2.766
73 H 2.593 3.706 0.019

# 3
Entry from OMol25: 2 unconnected molecules or ions with the total composition H4O3 at a distorted geometry (ωB97M-V/def2-TZVPD).

Summary:
SMILES string   OO.O
Energy above the lowest of the compared OMol25 structures with the same formula, charge and spin   0.293 eV
Orbital gap   0.4209 hartree
Maximum force   0.05192 hartree/bohr
E   -6204.1199 eV

Element x y z (Å)
1 O 0.674 0.455 -0.164
2 O 1.920 -0.166 0.084
3 O -2.029 0.021 -0.073
4 H -1.075 0.139 -0.307
5 H 1.876 -0.619 -0.752
6 H 0.564 0.955 0.671
7 H -1.931 -0.784 0.541

# 4
Entry from OMol25: a single C4H4O molecule at a distorted geometry (ωB97M-V/def2-TZVPD).

Summary:
SMILES string   C#C[C@H]1CO1
Energy above the lowest of the compared OMol25 structures with the same formula, charge and spin   4.069 eV
Orbital gap   0.3784 hartree
Maximum force   0.05509 hartree/bohr
E   -6255.3101 eV

Element x y z (Å)
1 O 1.323 -0.187 -0.876
2 C -1.013 -0.501 -0.283
3 C 1.290 0.501 0.326
4 C -1.930 -1.217 0.039
5 C 0.068 0.396 -0.621
6 H 0.036 1.461 -0.442
7 H -2.745 -1.833 0.361
8 H 1.104 0.051 1.286
9 H 1.934 1.397 0.298

# 5
Entry from OMol25: 2 unconnected molecules or ions with the total composition C5H14N3O2P at a distorted geometry (ωB97M-V/def2-TZVPD).

Summary:
Energy above the lowest of the compared OMol25 structures with the same formula, charge and spin   0.000 eV
Orbital gap (alpha / beta)   0.2744 / 0.2550 hartree
Maximum force   0.03812 hartree/bohr
E   -23266.6257 eV

Element x y z (Å)
1 P -2.457 0.498 0.007
2 O -0.900 -2.129 0.221
3 O -2.726 1.799 -0.605
4 N -2.961 -0.823 -0.851
5 N -3.135 0.285 1.512
6 N 0.439 -1.365 -1.418
7 C -0.050 -1.293 -0.137
8 C 0.354 -0.210 0.703
9 C 1.494 0.746 0.528
10 C 1.476 1.573 -0.760
11 C 2.821 -0.017 0.680
12 H 3.661 0.671 0.633
13 H -2.832 -0.687 -1.844
14 H 1.428 1.454 1.364
15 H 2.115 2.446 -0.637
16 H -2.894 -0.595 1.943
17 H 0.466 1.912 -0.980
18 H 0.210 -2.189 -1.946
19 H 2.853 -0.533 1.639
20 H -2.470 -1.657 -0.508
21 H 1.270 -0.866 -1.673
22 H 0.041 -0.351 1.730
23 H 2.938 -0.762 -0.104
24 H -2.989 1.078 2.120
25 H 1.849 1.016 -1.617

# 6
Entry from OMol25: a single C5H8O molecule (ωB97M-V/def2-TZVPD).

Summary:
SMILES string   C[C@H]1C[C@H]1C=O
Energy above the lowest of the compared OMol25 structures with the same formula, charge and spin   1.208 eV
Orbital gap   0.3992 hartree
Maximum force   0.01644 hartree/bohr
E   -7361.0477 eV

Element x y z (Å)
1 O 1.620 -0.753 1.669
2 C -0.073 1.372 0.356
3 C 0.929 0.466 -0.290
4 C 1.562 -0.656 0.462
5 C -0.547 0.328 -0.611
6 C -1.312 -0.886 -0.133
7 H -0.834 0.695 -1.594
8 H 1.966 -1.458 -0.201
9 H 1.565 0.867 -1.076
10 H -0.267 1.215 1.413
11 H -0.084 2.410 0.034
12 H -0.878 -1.281 0.792
13 H -2.360 -0.636 0.065
14 H -1.287 -1.682 -0.885